1.
Here is a cluster of 2 separate species, C9H14 in total from OMol25. Energies are from ωB97M-V/def2-TZVPD.

Calculated values
**Energy above the lowest of the compared OMol25 structures with the same formula, charge and spin**: 162.3 kJ/mol
**Frontier orbital gap**: 9.980 eV
**HOMO**: -8.983 eV
**Spin multiplicity**: 1

Last column: Löwdin charge in e.
Positions of all 23 atoms, in Å:
C1 -0.69646 -2.60311 -0.13311  -0.0614
C2 -0.88862 -1.14286 0.21053  -0.2984
C3 -1.31837 -0.72634 1.49438  -0.0501
C4 -1.49167 0.61463 1.83708  -0.0848
C5 -1.29590 1.55301 0.81702  -0.1159
C6 -0.99314 1.17865 -0.49161  -0.0697
C7 -0.67070 -0.20465 -0.76843  -0.0590
H1 -0.09796 -3.19314 0.58380  0.0764
H2 -0.30641 -2.87266 -1.08330  0.0476
H3 -1.84488 -2.99450 -0.17525  0.1347
H4 -1.50534 -1.50071 2.25295  0.1135
H5 -1.66763 1.03943 2.79391  0.0886
H6 -1.35294 2.69706 0.90967  0.1233
H7 -1.05477 1.91153 -1.24818  0.0823
H8 -0.53342 -0.34718 -1.76983  0.0760
C8 2.86956 0.08559 -1.52110  -0.1845
C9 2.97229 1.34740 -0.65114  -0.1889
H9 1.87637 -0.24574 -1.55359  -0.0038
H10 2.99967 0.42985 -2.65904  0.1085
H11 3.58462 -0.64800 -1.21660  0.0476
H12 2.49285 1.11302 0.33046  0.0677
H13 2.49824 2.25174 -1.31277  0.1076
H14 3.98964 1.74532 -0.61401  0.0426

2.
Here is a structure of composition C4H6N2O2 from OMol25. Energies are from ωB97M-V/def2-TZVPD.

Calculated values
**Energy above the lowest of the compared OMol25 structures with the same formula, charge and spin**: 868.4 kJ/mol
**Frontier orbital gap**: 7.777 eV
**HOMO**: -9.022 eV
**Spin multiplicity**: 1

Last column: Löwdin charge in e.
Positions of all 14 atoms, in Å:
C1 -1.02633 1.43894 -0.39701  -0.2144
C2 0.36305 -0.52584 0.09902  -0.2439
C3 -0.04318 -1.34410 1.26058  0.0918
C4 1.82433 -0.04441 -0.26026  -0.0806
H1 -1.22516 -1.35780 -1.99072  0.2523
H2 -2.14735 1.40181 -0.55486  0.1239
H3 0.70904 1.84311 0.11168  0.0234
H4 -1.21434 -1.61388 2.03699  0.2146
H5 0.86213 -1.74853 1.62738  -0.0129
H6 2.39371 -0.86516 0.34378  0.1339
N1 -0.65379 0.03263 -0.81606  -0.2345
N2 -0.25220 2.34300 0.08194  0.0980
O1 -1.76852 -0.76939 -1.10919  -0.1229
O2 2.17861 1.20960 -0.43327  -0.0286

3.
Here is an isolated molecule of C5H9NO from OMol25. Energies are from ωB97M-V/def2-TZVPD.

Calculated values
**Energy above the lowest of the compared OMol25 structures with the same formula, charge and spin**: 386.3 kJ/mol
**Frontier orbital gap**: 9.691 eV
**HOMO**: -9.011 eV
**Spin multiplicity**: 1

Last column: Löwdin charge in e.
Positions of all 16 atoms, in Å:
C1 -0.58864 1.25200 1.09470  -0.0233
C2 -1.31948 0.08429 0.52689  -0.5108
O1 -2.11606 -0.58469 1.15735  0.0680
C3 -1.04741 -0.24822 -0.86705  -0.0559
C4 0.23205 -0.25936 -1.57485  -0.2217
N1 0.38627 -1.16149 -0.48626  -0.0258
C5 1.49904 -0.75264 0.43737  -0.1038
H1 -0.10180 0.97830 2.02914  0.0912
H2 -1.36434 1.99563 1.27862  0.0971
H3 0.13597 1.66084 0.38639  0.0711
H4 -1.93764 -0.56881 -1.43202  0.1401
H5 0.10571 -0.85347 -2.47436  0.1192
H6 0.87761 0.60707 -1.67972  0.1154
H7 1.71245 0.32018 0.55460  0.0629
H8 1.43346 -1.20639 1.43157  0.0844
H9 2.38692 -1.19072 -0.04676  0.0918

4.
Here is the ion C3H5Cl3O3P with charge -1 from OMol25. Energies are from ωB97M-V/def2-TZVPD.

Calculated values
**Frontier orbital gap**: 9.087 eV
**HOMO**: -5.819 eV
**Total charge**: -1
**Spin multiplicity**: 1

Last column: Löwdin charge in e.
Positions of all 15 atoms, in Å:
C1 -1.83376 0.12802 0.33949  -0.1684
P1 -0.28746 0.09975 1.45903  0.2526
O1 0.14424 1.53403 1.42902  -0.4113
O2 -0.20557 -0.66675 2.71598  -0.3634
C2 0.93030 -0.63689 0.14356  -1.2079
Cl1 2.47740 -0.23862 0.82283  0.6122
Cl2 0.73653 -2.46662 0.10879  0.5041
C3 0.85950 -0.04732 -1.31724  -0.7816
O3 0.50243 1.28004 -1.41939  -0.1269
Cl3 2.48832 -0.19271 -2.30352  0.4337
H1 -1.62468 0.75408 -0.60689  0.0646
H2 -2.05266 -0.90745 0.15605  0.0008
H3 -2.71642 0.41093 0.98816  0.0471
H4 0.20596 -0.58351 -2.04943  0.0917
H5 0.37588 1.53304 -0.46644  0.0528

5.
Here is a structure of composition C52H51BrN4O2PRe from OMol25. Energies are from ωB97M-V/def2-TZVPD.

Calculated values
**Energy above the lowest of the compared OMol25 structures with the same formula, charge and spin**: 180.3 kJ/mol
**Frontier orbital gap (spin up / spin down)**: 5.566 / 6.080 eV
**HOMO (spin up / spin down)**: -10.186 / -10.255 eV
**Total charge**: +1
**Spin multiplicity**: 2

Last column: Löwdin charge in e.
Positions of all 112 atoms, in Å:
Re1 -1.17169 -0.76802 -0.09503  1.4293
O1 -3.35980 3.33597 -0.02978  0.0710
C1 -2.66560 3.82461 1.01010  -0.2847
C2 -2.72094 5.20578 1.22693  -0.0108
C3 -2.03803 5.78749 2.27154  -0.0937
C4 -1.30866 4.99671 3.14537  -0.0870
C5 -1.25846 3.63150 2.94623  -0.0453
C6 -1.90539 3.02434 1.87427  -0.1075
C7 -1.78570 1.51227 1.66982  -0.3932
O2 -2.04022 1.08813 0.39363  -0.3176
N1 -0.42912 1.08889 2.05755  0.0216
N2 0.00414 -0.05853 1.52687  -0.2195
C8 0.90771 -0.74174 2.15965  -0.2113
C9 1.47310 -1.95909 1.70503  -0.5169
Br1 0.88087 -2.51916 -0.05461  0.9906
C10 2.35984 -2.77356 2.31447  -0.0736
C11 2.79247 -2.78145 3.69144  -0.2188
C12 4.01500 -3.40240 3.97719  -0.0275
C13 4.42773 -3.57933 5.28026  -0.0614
C14 3.62368 -3.15578 6.32832  -0.0601
C15 2.41837 -2.52498 6.06045  -0.0626
C16 2.00136 -2.33722 4.75692  -0.0268
H1 -3.14091 2.39264 -0.15566  0.0700
H2 -3.29520 5.80376 0.53667  0.1241
H3 -2.07525 6.85615 2.40464  0.1107
H4 -0.77465 5.43646 3.97122  0.1037
H5 -0.70125 3.03266 3.64941  0.1003
H6 -2.51094 1.02475 2.37260  0.1550
H7 -0.17498 1.25795 3.02764  0.1334
H8 1.30135 -0.36456 3.10191  0.1418
H9 2.76909 -3.57503 1.71242  0.1147
H10 4.63661 -3.73223 3.15763  0.1167
H11 5.36763 -4.06596 5.48547  0.1112
H12 3.92525 -3.32648 7.35047  0.1114
H13 1.79272 -2.19423 6.87654  0.1110
H14 1.03075 -1.90294 4.56807  0.0982
C17 4.21695 3.02014 -0.64387  -0.0403
C18 2.95858 3.73195 -0.24716  -0.2647
C19 3.05665 5.07143 0.11870  -0.0380
C20 1.94514 5.84940 0.37708  -0.0508
C21 0.68138 5.30013 0.24296  -0.0558
C22 0.55856 3.96410 -0.07514  -0.0786
C23 1.67918 3.16216 -0.29287  -0.3031
P1 1.21605 1.43455 -0.69707  1.2084
C24 2.70479 0.47261 -0.26990  -0.3482
C25 3.11237 0.71993 1.04628  -0.1551
C26 4.18981 0.06115 1.59616  -0.0811
C27 4.86683 -0.88087 0.83714  -0.0638
C28 4.44189 -1.16414 -0.44708  -0.0359
C29 3.35728 -0.50799 -1.02148  -0.3106
C30 2.96934 -0.84104 -2.42682  -0.0434
C31 0.78317 1.61899 -2.45446  -0.3215
C32 1.37324 2.63317 -3.20633  -0.0687
C33 0.89266 2.93075 -4.46529  -0.0649
C34 -0.19016 2.22390 -4.96448  -0.0583
C35 -0.77358 1.21488 -4.22008  -0.0279
C36 -0.29801 0.88035 -2.94878  -0.3021
C37 -0.86006 -0.32144 -2.26781  -0.2488
H15 4.88839 3.72005 -1.13820  0.0903
H16 4.01489 2.19672 -1.32560  0.0684
H17 4.74075 2.62235 0.22634  0.0879
H18 4.03964 5.51493 0.16991  0.1166
H19 2.06705 6.88453 0.65402  0.1101
H20 -0.19871 5.90365 0.38109  0.0949
H21 -0.41758 3.51344 -0.18362  0.0950
H22 2.58125 1.47056 1.61826  0.1130
H23 4.50400 0.27770 2.60498  0.1155
H24 5.72641 -1.38798 1.24347  0.1096
H25 4.96062 -1.90834 -1.03372  0.1199
H26 3.53332 -0.22605 -3.13024  0.1017
H27 1.91247 -0.66461 -2.60473  0.0403
H28 3.19428 -1.88424 -2.64223  0.0845
H29 2.20167 3.19532 -2.80202  0.1043
H30 1.34989 3.72003 -5.04276  0.1091
H31 -0.57563 2.46446 -5.94394  0.1099
H32 -1.60367 0.66396 -4.64176  0.1159
H33 -0.18093 -1.14267 -2.53981  0.0198
H34 -1.79825 -0.54255 -2.78541  0.0427
C38 0.17174 -4.00404 -3.39994  -0.0885
C39 -1.07655 -4.21427 -2.54323  -0.2083
C40 -2.28878 -3.47834 -3.04055  -0.1691
C41 -2.79227 -3.82564 -4.28879  -0.0311
C42 -3.96951 -3.28026 -4.75732  -0.0565
C43 -4.67851 -2.40135 -3.95909  -0.0259
C44 -4.21418 -2.03591 -2.70333  -0.1747
C45 -5.06771 -1.16048 -1.82863  -0.1832
C46 -4.56894 0.28237 -1.76482  -0.0726
C47 -2.98224 -2.54463 -2.26146  -0.2182
N3 -2.55128 -2.21792 -0.93699  -0.0824
C48 -3.10891 -2.96472 -0.01414  -0.0705
C49 -2.88259 -2.77194 1.34812  -0.3152
C50 -3.41083 -3.42186 2.48776  -0.0116
C51 -2.86290 -2.78160 3.57721  -0.0639
C52 -2.03081 -1.76759 3.07094  -0.1520
N4 -2.03849 -1.76098 1.74356  -0.0585
H35 1.00138 -4.55945 -2.96982  0.0734
H36 0.44736 -2.95319 -3.44856  0.0536
H37 0.01387 -4.36199 -4.41331  0.0739
H38 -0.86674 -3.93352 -1.51224  0.0295
H39 -1.31356 -5.28147 -2.54831  0.1259
H40 -2.26641 -4.56040 -4.88099  0.1168
H41 -4.34950 -3.56549 -5.72592  0.1096
H42 -5.62774 -2.01697 -4.30282  0.1172
H43 -5.10538 -1.56400 -0.81318  0.1058
H44 -6.08453 -1.17089 -2.22471  0.1150
H45 -3.57105 0.32824 -1.32704  0.0268
H46 -5.24540 0.86950 -1.15001  0.0829
H47 -4.53811 0.71390 -2.76178  0.0864
H48 -3.77087 -3.76964 -0.32232  0.1630
H49 -4.09640 -4.24564 2.48484  0.1109
H50 -3.02092 -3.01443 4.61099  0.0989
H51 -1.44608 -1.06815 3.64648  0.1003

6.
Here is a structure of composition C5H7NO from OMol25. Energies are from ωB97M-V/def2-TZVPD.

Calculated values
**Energy above the lowest of the compared OMol25 structures with the same formula, charge and spin**: 298.1 kJ/mol
**Frontier orbital gap**: 10.365 eV
**HOMO**: -9.587 eV
**Spin multiplicity**: 1

Last column: Löwdin charge in e.
Positions of all 14 atoms, in Å:
O1 -1.87829 0.68057 -0.47272  -0.0047
C1 -0.70824 0.83736 0.29311  -0.2953
C2 -0.31955 -0.36223 1.10360  -0.1789
C3 0.51412 -1.24183 0.22968  -0.2000
C4 0.73931 -0.58614 -1.12306  -0.0770
C5 0.74132 0.68041 -0.28644  -0.1941
N1 1.13408 -0.10893 0.96921  0.0766
H1 -2.57707 1.23865 -0.10689  0.0962
H2 -0.68556 1.80690 0.80676  0.1518
H3 -0.76492 -0.76439 2.00950  0.1368
H4 0.72963 -2.26890 0.50956  0.1317
H5 -0.01883 -0.62804 -1.90848  0.1076
H6 1.73523 -0.83092 -1.50926  0.1149
H7 1.35878 1.54749 -0.51457  0.1346

Please write out number 1 again, unchanged.
Here is a cluster of 2 separate species, C9H14 in total from OMol25. Energies are from ωB97M-V/def2-TZVPD.

Calculated values
**Energy above the lowest of the compared OMol25 structures with the same formula, charge and spin**: 162.3 kJ/mol
**Frontier orbital gap**: 9.980 eV
**HOMO**: -8.983 eV
**Spin multiplicity**: 1

Last column: Löwdin charge in e.
Positions of all 23 atoms, in Å:
C1 -0.69646 -2.60311 -0.13311  -0.0614
C2 -0.88862 -1.14286 0.21053  -0.2984
C3 -1.31837 -0.72634 1.49438  -0.0501
C4 -1.49167 0.61463 1.83708  -0.0848
C5 -1.29590 1.55301 0.81702  -0.1159
C6 -0.99314 1.17865 -0.49161  -0.0697
C7 -0.67070 -0.20465 -0.76843  -0.0590
H1 -0.09796 -3.19314 0.58380  0.0764
H2 -0.30641 -2.87266 -1.08330  0.0476
H3 -1.84488 -2.99450 -0.17525  0.1347
H4 -1.50534 -1.50071 2.25295  0.1135
H5 -1.66763 1.03943 2.79391  0.0886
H6 -1.35294 2.69706 0.90967  0.1233
H7 -1.05477 1.91153 -1.24818  0.0823
H8 -0.53342 -0.34718 -1.76983  0.0760
C8 2.86956 0.08559 -1.52110  -0.1845
C9 2.97229 1.34740 -0.65114  -0.1889
H9 1.87637 -0.24574 -1.55359  -0.0038
H10 2.99967 0.42985 -2.65904  0.1085
H11 3.58462 -0.64800 -1.21660  0.0476
H12 2.49285 1.11302 0.33046  0.0677
H13 2.49824 2.25174 -1.31277  0.1076
H14 3.98964 1.74532 -0.61401  0.0426

Q: Look up the spin multiplicity of the third one.
A: 1

Q: spin multiplicity of number 3 (C5H9NO)?
A: 1

Q: What is the spin multiplicity in the fifth record?
A: 2